[1]
Computed, not measured: C38H41BInN14O4S as an isolated structure at a distorted geometry, with the ωB97M-V functional and the def2-TZVPD basis.

The geometry in XYZ format:
```
100
Properties=species:S:1:pos:R:3:forces:R:3
In -0.607817 0.207249 0.027722 -0.13 0.19 0.16
C -3.165402 0.587855 2.810104 0.15 -0.09 -0.08
C -3.422084 1.230634 1.498122 -0.31 0.23 -0.06
C -4.629543 1.665815 0.949187 0.07 0.01 -0.05
C -4.283176 2.226473 -0.261918 -0.22 -0.10 0.13
N -2.952638 2.156502 -0.394038 -0.65 0.43 -0.26
N -2.435169 1.521206 0.663303 0.50 -0.44 0.54
B -2.031793 2.752848 -1.474795 0.15 0.16 -0.09
N -1.709554 1.629689 -2.466258 -0.21 0.52 -0.71
C -2.185328 1.506051 -3.710581 -0.02 -0.39 -0.35
C -1.967028 0.216582 -4.134766 0.03 0.11 0.28
C -1.351558 -0.424407 -3.055934 -0.22 0.10 -0.48
C -1.003645 -1.856217 -2.963529 0.23 -0.04 0.20
N -1.192988 0.459114 -2.076653 0.49 -0.40 0.76
N -0.784296 3.308095 -0.775096 0.02 0.48 -0.15
C -0.325815 4.570760 -0.846821 0.25 0.27 0.08
C 0.636321 4.728737 0.123806 -0.11 -0.06 -0.16
C 0.718333 3.481971 0.755199 -0.15 0.24 -0.09
C 1.592979 3.105091 1.892613 -0.09 -0.14 -0.04
N -0.147255 2.648235 0.197399 0.38 -0.69 0.30
N -2.652639 3.907127 -2.250594 -0.44 0.13 0.00
C -3.639899 4.788890 -1.972344 -0.10 0.14 0.00
C -3.694995 5.705656 -2.996226 0.05 -0.14 0.16
C -2.667057 5.320920 -3.874539 -0.16 -0.06 0.32
C -2.245110 5.959373 -5.151437 0.11 -0.08 0.02
N -2.052374 4.252393 -3.404018 0.58 0.09 -0.52
H -4.088424 0.492526 3.375654 -0.01 -0.05 0.04
H -2.462012 1.201226 3.370747 0.04 -0.07 0.14
H -2.718481 -0.395391 2.664672 -0.01 -0.08 0.13
H -5.606786 1.589965 1.380579 -0.21 -0.01 0.06
H -4.914504 2.635688 -1.024950 -0.01 0.18 -0.14
H -2.616315 2.333556 -4.231008 -0.09 0.08 0.00
H -2.227269 -0.205550 -5.082661 -0.03 -0.14 -0.19
H -1.463616 -2.389730 -3.792587 -0.04 -0.07 0.05
H -1.350697 -2.269154 -2.016324 -0.02 -0.14 -0.05
H 0.072182 -2.015081 -3.007606 -0.07 -0.01 -0.11
H -0.674137 5.258798 -1.590521 -0.18 0.10 -0.08
H 1.204289 5.605595 0.359870 0.09 0.20 -0.02
H 2.331158 3.879565 2.083721 0.06 0.04 -0.03
H 2.088184 2.163474 1.675803 0.13 -0.08 0.11
H 0.983638 2.977409 2.784609 0.04 -0.11 0.16
H -4.222580 4.730560 -1.075420 -0.08 -0.03 0.18
H -4.370003 6.529157 -3.108196 -0.17 0.17 0.06
H -2.921793 6.765269 -5.419291 -0.03 0.07 -0.04
H -2.227164 5.229109 -5.957876 0.00 0.00 -0.08
H -1.239857 6.362986 -5.046933 0.06 0.08 -0.08
C -5.125332 -1.717912 -0.663975 0.23 0.19 -0.05
C -3.666860 -1.658899 -0.262836 -0.36 0.40 -0.42
O -3.006810 -0.666343 -0.568470 -0.04 -0.40 0.06
C -3.138862 -2.775194 0.452359 0.71 -0.20 0.31
C -1.906657 -2.849641 1.071936 -0.84 -0.98 0.19
C -1.487374 -4.170245 1.640695 0.03 -0.02 0.03
N -1.085622 -1.799181 1.235959 0.33 1.63 -0.31
N -0.076047 -1.991430 2.044605 0.07 -1.10 0.41
C 0.644140 -0.904621 2.348315 -0.19 -0.35 0.48
O 0.326846 0.261822 2.013267 -0.15 0.59 -0.61
C 1.843945 -1.116804 3.179493 0.31 0.15 0.23
C 2.515607 0.001594 3.672743 -0.13 0.01 -0.10
C 3.706797 -0.130175 4.356301 0.07 0.04 0.02
C 4.255132 -1.389339 4.542070 -0.01 -0.04 0.04
C 3.568713 -2.511323 4.104077 0.05 -0.02 0.09
C 2.358305 -2.381359 3.448639 -0.20 0.18 -0.03
H -5.307285 -0.986171 -1.447271 -0.02 0.01 -0.02
H -5.730013 -1.452303 0.203070 -0.09 -0.03 0.07
H -5.415809 -2.708718 -1.000118 -0.03 -0.13 0.01
H -3.757476 -3.660712 0.504012 0.03 0.00 -0.03
H -2.317311 -4.869448 1.662538 -0.07 -0.02 -0.02
H -1.058367 -4.058131 2.632491 -0.02 -0.07 0.02
H -0.718238 -4.544694 0.963360 0.04 -0.13 0.14
H 2.078670 0.971845 3.518185 -0.02 0.18 -0.08
H 4.212627 0.746792 4.736499 0.02 0.03 -0.01
H 5.208732 -1.491779 5.039429 0.05 -0.05 0.07
H 3.982443 -3.494682 4.272366 0.02 -0.07 0.01
H 1.800134 -3.241623 3.129097 -0.02 -0.10 -0.03
N 5.953085 -5.281823 2.220327 0.18 -0.16 0.19
C 4.927317 -4.736470 1.481893 -0.41 0.08 -0.18
C 5.204630 -4.013921 0.317537 -0.05 -0.02 0.05
C 4.183162 -3.478750 -0.435959 0.22 -0.11 -0.01
C 2.871158 -3.639729 -0.027689 -0.59 0.19 -0.32
C 2.574593 -4.392480 1.090955 -0.02 -0.08 -0.16
C 3.594531 -4.943190 1.843774 0.11 -0.02 -0.06
S 1.538798 -2.931557 -0.988228 -0.16 -0.06 0.14
O 1.988798 -2.800656 -2.350591 0.33 -0.11 0.07
O 0.371171 -3.747378 -0.767763 0.01 0.07 0.29
N 1.164170 -1.423446 -0.411657 -0.94 -1.26 -0.14
C 2.079045 -0.515197 -0.673753 1.64 0.95 -0.42
N 1.642022 0.754518 -0.748671 -0.49 -0.53 0.30
C 2.497157 1.687073 -1.118936 0.46 0.30 -0.21
C 3.817215 1.394300 -1.423087 -0.10 0.04 0.05
C 4.200974 0.075134 -1.216388 0.00 0.20 -0.01
N 3.365294 -0.859489 -0.830146 0.09 0.17 -0.08
H 6.852888 -4.839747 2.129285 -0.03 -0.07 0.11
H 5.717038 -5.592339 3.148759 0.14 0.06 -0.03
H 6.233350 -3.877583 0.020349 0.14 0.00 -0.11
H 4.379146 -2.932964 -1.341633 0.10 0.00 -0.06
H 1.538214 -4.538449 1.352532 -0.09 -0.06 0.11
H 3.364886 -5.512080 2.734347 -0.03 -0.11 0.06
H 2.125603 2.702176 -1.169257 -0.11 0.06 -0.04
H 4.509536 2.146775 -1.766471 -0.02 0.05 0.04
H 5.225901 -0.250674 -1.348558 0.16 0.10 -0.06
```
Positions in Å, forces in eV/Å.

The calculation puts the LUMO energy (alpha / beta) at 0.3 / -1.6 eV. Its spin multiplicity is 2.

Here are the Löwdin charges for atoms 1 to 8, given in e: 0.94 0.00 -0.33 0.00 -0.05 0.04 0.04 -0.66

[2]
Computed, not measured: C38H41Cl2N11O4STl as an isolated structure, with the ωB97M-V functional and the def2-TZVPD basis.

The geometry in XYZ format:
```
98
Properties=species:S:1:pos:R:3:forces:R:3
Tl -0.611350 2.478082 -0.103300 -0.04 0.08 0.02
N 1.375214 3.844900 4.188740 0.00 0.02 -0.03
C 1.334127 3.772466 2.819139 -0.04 -0.11 0.06
S 0.272520 4.835529 1.996688 0.00 0.05 -0.01
N 2.193646 2.888579 2.323526 -0.02 0.04 0.00
N 2.084773 2.736568 0.993787 0.00 0.03 -0.02
C 3.019885 2.107292 0.370757 -0.02 -0.03 -0.08
C 4.260290 1.605601 1.028726 0.05 0.01 0.00
C 5.513803 2.026943 0.589064 0.00 0.01 0.03
C 6.675396 1.580714 1.203788 0.00 0.00 0.01
C 6.601733 0.699444 2.272326 0.00 0.00 -0.02
C 5.358110 0.282906 2.728724 0.00 -0.01 0.00
C 4.199602 0.738887 2.119388 -0.01 0.00 0.01
C 2.830657 1.935420 -1.093778 -0.05 -0.05 0.05
C 3.747066 1.230159 -1.880000 0.02 0.00 0.02
C 3.567939 1.185747 -3.251164 0.02 -0.02 -0.02
C 2.467627 1.810920 -3.812894 -0.02 0.01 0.01
C 1.552728 2.409065 -2.955454 0.02 0.02 0.01
N 1.727850 2.470076 -1.641518 0.06 0.04 0.00
H 0.591004 4.304775 4.616914 0.01 0.00 0.00
H 1.751739 3.031667 4.651256 0.00 0.02 -0.01
H 5.577061 2.724061 -0.238002 -0.01 0.00 -0.01
H 7.638406 1.927690 0.849576 0.00 0.00 0.00
H 7.506080 0.346677 2.752611 0.00 0.00 0.00
H 5.288737 -0.392410 3.573025 0.00 0.00 0.00
H 3.232193 0.445470 2.504284 0.02 0.01 0.00
H 4.590594 0.734438 -1.421787 0.00 0.01 -0.01
H 4.287771 0.665012 -3.872518 0.00 0.00 0.00
H 2.311118 1.835768 -4.884426 -0.01 -0.01 0.01
H 0.636965 2.865663 -3.318605 0.00 0.00 -0.01
N -2.722047 0.952753 -1.498524 0.03 0.01 0.00
C -2.322406 1.099710 -2.895717 -0.07 0.04 0.01
C -3.321212 0.460464 -3.867817 0.00 0.00 -0.03
C -3.522224 -1.047354 -3.711144 0.00 0.02 -0.01
C -2.451312 -1.913231 -4.370797 0.02 0.04 -0.01
N -1.116295 -1.795100 -3.809208 0.02 -0.05 -0.03
C -0.051463 -1.196146 -4.392327 0.02 0.04 -0.03
N -0.337289 -0.320134 -5.424332 0.00 -0.03 0.04
N 1.148860 -1.481038 -3.997701 -0.01 -0.04 -0.02
C -2.044069 2.590194 -3.255182 0.13 -0.04 0.06
O -2.380943 2.962275 -4.388698 0.07 -0.02 -0.06
O -1.422192 3.266542 -2.383853 -0.11 -0.06 -0.04
H -2.682594 -0.019444 -1.219685 -0.03 -0.01 0.01
H -3.666370 1.292803 -1.347450 0.01 -0.01 0.01
H -1.346332 0.611532 -2.966466 -0.02 -0.01 0.00
H -3.044423 0.699303 -4.898961 -0.02 0.02 0.02
H -4.276504 0.975000 -3.724462 -0.02 -0.03 0.01
H -4.475033 -1.330658 -4.171528 0.00 -0.01 0.01
H -3.612261 -1.318468 -2.653818 0.02 -0.01 0.01
H -2.391138 -1.671695 -5.433647 0.00 0.00 0.00
H -2.746581 -2.965349 -4.311009 0.00 0.00 0.03
H -0.892842 -2.342220 -2.993152 0.00 -0.02 -0.01
H -1.174378 0.233816 -5.301678 0.01 0.05 -0.01
H 0.450087 0.252326 -5.683509 -0.01 0.01 -0.01
H 1.492119 -1.808048 -2.463793 -0.05 0.02 0.05
H 1.829968 -0.852923 -4.407505 0.00 0.00 0.01
Cl -3.614342 0.046479 1.854312 0.00 0.02 0.03
C -3.735137 -1.357203 0.854574 -0.02 0.03 -0.02
C -4.978306 -1.750701 0.389794 0.00 0.00 -0.01
C -5.090231 -2.873417 -0.413748 -0.01 0.00 0.00
C -3.952766 -3.573303 -0.780021 0.01 0.01 0.01
C -2.711539 -3.144094 -0.342576 0.01 -0.03 0.01
Cl -1.303741 -3.967248 -0.939123 -0.01 0.00 -0.02
C -2.561109 -2.045793 0.517201 0.05 0.01 -0.01
N -1.320773 -1.610141 0.956610 -0.04 0.00 -0.02
C -0.363980 -2.425408 1.567318 0.00 0.00 0.02
C -0.745806 -3.555759 2.284885 0.00 0.01 0.03
C 0.207746 -4.357577 2.890352 0.00 0.00 0.00
C 1.552411 -4.030337 2.801710 -0.01 0.01 -0.02
C 1.928455 -2.900617 2.087966 0.01 0.00 0.02
C 0.992041 -2.091783 1.458860 0.01 0.01 0.04
C 1.426636 -0.883609 0.669456 0.07 0.00 -0.03
C 1.036122 -0.976752 -0.794015 -0.07 -0.04 -0.01
O 1.731240 -1.874941 -1.461113 0.05 0.00 -0.03
O 0.157265 -0.295505 -1.283511 0.01 0.04 -0.01
H -5.848561 -1.175408 0.673487 0.00 0.00 0.00
H -6.060622 -3.191603 -0.769960 0.00 0.00 0.00
H -4.009870 -4.431556 -1.435294 0.00 0.00 0.00
H -1.146024 -0.614455 0.913729 -0.02 -0.02 0.02
H -1.798755 -3.796558 2.370578 0.00 0.00 0.00
H -0.105899 -5.235096 3.442234 0.00 0.00 0.00
H 2.302552 -4.648217 3.277771 0.00 0.00 0.00
H 2.977005 -2.639737 1.998946 0.00 0.00 0.00
H 2.512589 -0.799535 0.721115 -0.04 0.00 -0.01
H 1.000471 0.042256 1.069069 -0.01 0.01 0.01
N -2.360267 3.190598 3.424296 0.05 -0.08 0.03
C -1.959350 2.009020 3.991554 -0.02 0.10 -0.11
C -2.664119 1.421838 5.057394 -0.01 -0.03 0.00
C -2.237865 0.203997 5.539089 -0.01 0.01 0.01
C -1.119105 -0.405174 4.978806 0.01 -0.01 -0.01
C -0.486769 0.261968 3.944182 -0.08 0.00 0.01
N -0.890222 1.426429 3.444231 0.11 -0.07 0.05
H -2.970968 3.774949 3.968706 0.01 0.00 0.00
H -1.639868 3.687002 2.894514 -0.01 0.01 0.01
H -3.530482 1.919694 5.475257 0.00 0.00 0.00
H -2.772832 -0.271092 6.353059 0.00 0.00 0.00
H -0.749671 -1.360764 5.324188 0.00 0.00 0.00
H 0.400010 -0.163882 3.487230 0.05 -0.03 -0.05
```
Positions in Å, forces in eV/Å.

As for the net charge: -1. The calculation puts the LUMO energy at 2.2 eV.

Here are the Löwdin charges for atoms 1 to 8, given in e: 0.83 0.04 -0.94 0.44 -0.02 -0.02 -0.22 -0.18

Results for energy above the lowest of the compared OMol25 structures with the same formula, charge and spin: 0.0 0.0 (in kJ/mol, following the order of the records).
Results for M: 915.537 1023.175 (in g mol⁻¹, following the order of the records).